{"formula": "C34H56FN4NbPS2", "method": "the ωB97M-V functional and the def2-TZVPD basis", "symbols": ["C", "C", "Nb", "F", "C", "C", "C", "C", "C", "C", "N", "C", "C", "C", "C", "C", "S", "S", "C", "C", "C", "P", "C", "C", "C", "H", "H", "H", "H", "H", "H", "H", "H", "H", "H", "H", "H", "H", "H", "H", "H", "H", "H", "H", "H", "H", "H", "H", "H", "H", "H", "H", "H", "H", "H", "H", "H", "H", "H", "H", "H", "H", "H", "H", "H", "H", "N", "C", "C", "C", "C", "C", "H", "H", "H", "H", "H", "N", "C", "C", "C", "C", "C", "H", "H", "H", "H", "H", "N", "C", "C", "C", "C", "C", "H", "H", "H", "H", "H"], "positions_angstrom": [[5.18626, 1.84666, 4.50267], [4.58738, 2.64726, 3.36362], [4.80720, 1.80567, 1.21999], [6.89723, 1.46864, 1.65965], [5.38203, 3.90514, 0.40471], [4.73177, 4.19462, -1.09210], [2.64355, 2.35418, 0.78058], [1.57777, 1.42020, 1.67072], [0.40729, 0.79968, 0.68959], [-0.95402, 1.68453, 0.76422], [-2.25354, 1.00648, 0.51584], [-2.33462, 0.18379, -0.73679], [-2.68638, -1.41826, -0.39839], [-1.36625, -2.32560, -0.06349], [-1.23019, -2.56146, 1.58696], [-3.48055, 1.80138, 0.83783], [-4.99624, 0.97935, 0.60590], [-3.67432, 3.51503, 1.51424], [-2.32148, 4.70503, 1.15315], [-2.07687, 5.13444, -0.40358], [-3.39869, 5.08769, -1.36874], [5.20246, 0.66340, -1.00669], [6.11046, -1.00633, -0.57889], [3.61583, 0.10804, -1.89561], [3.85023, 0.43908, -3.51670], [4.60195, 0.92427, 4.94275], [6.25518, 2.08355, 4.96442], [4.06595, 3.67291, 3.61743], [4.37478, 0.16587, 1.91224], [4.85895, 4.69023, 1.13499], [6.53843, 4.09375, 0.41803], [5.63906, 4.41638, -1.80310], [3.99125, 5.11856, -1.04890], [4.10579, 3.29539, -1.50993], [2.48777, 3.45353, 1.21816], [2.35177, 2.42507, -0.35078], [2.12033, 0.54704, 2.23206], [1.09717, 2.10253, 2.52420], [0.78432, 0.85113, -0.44247], [0.30839, -0.33567, 0.94245], [-0.84051, 2.59013, 0.02106], [-0.98608, 2.17226, 1.85183], [-1.31775, 0.12119, -1.35929], [-3.12567, 0.57767, -1.53885], [-3.32687, -1.37534, 0.60691], [-3.38583, -1.91030, -1.19829], [-1.49464, -3.42993, -0.50006], [-0.41529, -1.82966, -0.53276], [-1.59534, -1.54295, 2.06541], [-0.06443, -2.61640, 1.80187], [-1.82135, -3.49717, 1.96552], [-1.26569, 4.34337, 1.57474], [-2.54308, 5.71750, 1.74679], [-1.14516, 4.55472, -0.87265], [-1.72373, 6.27606, -0.38207], [-4.42819, 5.08371, -0.81402], [-3.25623, 4.18719, -2.12566], [-3.36214, 6.07398, -2.03421], [5.58179, -1.45582, 0.38874], [7.26046, -0.86909, -0.41221], [5.83632, -1.74977, -1.45446], [2.63113, 0.65281, -1.58123], [3.49553, -1.07675, -1.83752], [4.21822, -0.53152, -4.10439], [4.63670, 1.31485, -3.68319], [2.86259, 0.77970, -4.04509], [-3.42810, 2.66085, -3.93326], [-2.94193, 3.12894, -5.10368], [-3.64955, 3.10945, -6.29492], [-4.93324, 2.57410, -6.28922], [-5.46084, 2.08235, -5.09971], [-4.67773, 2.14875, -3.95856], [-1.93506, 3.53356, -5.05736], [-3.21028, 3.50172, -7.20509], [-5.51786, 2.54053, -7.20396], [-6.45789, 1.65836, -5.06221], [-5.04619, 1.78130, -3.00487], [-3.60997, -4.84285, 0.12522], [-3.78152, -5.90602, 0.94106], [-4.07908, -7.18244, 0.49122], [-4.21335, -7.38291, -0.87855], [-4.04438, -6.30713, -1.74414], [-3.74475, -5.06872, -1.19965], [-3.66985, -5.69808, 2.00122], [-4.20357, -8.00027, 1.19188], [-4.44747, -8.36922, -1.26845], [-4.14296, -6.43037, -2.81669], [-3.59989, -4.19874, -1.83405], [0.99038, -4.25550, 3.35388], [0.95716, -5.59719, 3.19857], [1.08105, -6.49733, 4.24478], [1.25361, -5.99344, 5.52962], [1.29384, -4.61623, 5.72140], [1.15730, -3.79599, 4.61303], [0.82393, -5.94125, 2.17704], [1.04436, -7.56531, 4.06219], [1.35565, -6.66819, 6.37457], [1.42758, -4.19207, 6.71007], [1.17836, -2.71424, 4.71142]], "forces_ev_per_a": [[-0.8546, 1.6516, -1.9937], [-0.7786, -2.5242, 3.2272], [2.4230, 2.0530, 2.2201], [-2.2493, 0.1700, -0.8908], [-0.7488, 1.5860, -0.0106], [0.2558, 0.3605, 0.2291], [-1.2936, 1.0658, 0.7802], [-0.1469, 0.2912, -0.3750], [0.5222, -0.1049, -0.5219], [1.2618, 1.5305, 0.9364], [-1.7152, 2.7275, -0.3295], [-0.2533, -2.3192, -2.0522], [-0.4685, 0.3422, 1.4158], [-0.7687, -1.0241, 0.3447], [1.2102, 1.6571, -1.1064], [0.3571, -2.6536, -1.2517], [2.2094, 1.7468, 0.4705], [0.5778, -1.1202, -0.3428], [2.7522, 1.2637, -0.2451], [0.2969, 1.1121, -0.1540], [0.9053, 0.3997, -1.0900], [-0.3543, -1.4363, 0.5511], [-1.0145, -1.2058, 0.3236], [-0.4093, -0.9493, -2.0968], [-0.0185, -0.0605, -0.5947], [1.8469, 1.1240, -1.7733], [-2.6811, 0.0144, -0.3703], [2.3465, -1.1926, -0.9242], [-0.1103, -0.3149, 0.2398], [1.2893, -1.4453, -1.3879], [-2.1622, -0.2811, -0.0699], [-2.0060, -0.3880, 1.0184], [1.6143, -1.7763, -0.2453], [1.3142, 1.6455, 0.6693], [0.4770, -2.0458, -1.0745], [0.2796, -0.2548, 2.0180], [-0.9783, 1.6840, -1.2680], [0.9218, -1.4614, -1.8501], [-0.7152, -0.1956, 2.5141], [-0.3768, 2.1768, -0.3695], [-0.0304, -1.6873, 1.2946], [-0.1404, -1.2181, -2.2821], [-1.8906, 0.6636, 1.8179], [1.5260, -0.5596, 2.1363], [1.2543, -0.1736, -2.3370], [1.4517, 1.1229, 1.2381], [0.3414, 2.5722, 0.6341], [-1.6952, -1.0209, 1.0302], [0.5291, -2.2707, -0.6473], [-2.6364, -0.3123, -0.1317], [1.1669, 1.9333, -0.7858], [-2.4207, 0.7025, -0.7908], [-0.0596, -2.4898, -1.0787], [-2.2865, 1.0301, 1.0078], [-0.6459, -2.4872, 0.1294], [2.1162, -0.2359, -0.9565], [-0.7679, 1.7747, 1.7702], [-0.1765, -2.0856, 1.3520], [1.4276, 0.9776, -1.9905], [-2.3408, -0.2447, -0.4147], [0.9733, 1.3862, 1.5826], [2.0443, -1.1156, -0.2677], [-0.0018, 2.5876, 0.1794], [-0.6242, 2.1384, 1.3265], [-1.6195, -1.9558, 0.4741], [1.6661, -0.6731, 1.0328], [-0.5542, -0.0708, -0.9924], [-0.2134, -0.2899, 0.8577], [-0.2516, -0.1139, 0.0275], [-0.0113, -0.0062, 0.0239], [0.1526, 0.1241, -0.2791], [0.8241, 0.2790, 0.2258], [-0.0671, -0.0152, -0.0349], [-0.0138, -0.0331, 0.0943], [0.0636, 0.0052, 0.0950], [0.0965, 0.0348, 0.0327], [-0.0058, 0.0227, -0.0345], [-0.2984, -1.0542, -0.3682], [0.1453, 0.8461, -0.5060], [-0.0256, -0.0319, -0.2893], [0.0026, 0.0093, -0.0053], [-0.0365, -0.2288, 0.2090], [0.1074, 0.2830, 0.9176], [-0.0039, -0.0389, -0.0526], [0.0142, 0.0826, -0.0426], [0.0267, 0.1036, 0.0416], [0.0185, 0.0343, 0.0910], [-0.0002, -0.0661, 0.0243], [0.2302, -0.8165, 0.9364], [0.0070, 1.0023, 0.0158], [0.0206, 0.1189, 0.2465], [-0.0023, 0.0323, 0.0116], [-0.0277, -0.3376, -0.0510], [-0.1308, -0.1448, -0.9572], [0.0039, -0.0033, 0.0590], [0.0082, 0.0881, -0.0067], [-0.0061, 0.0694, -0.0876], [-0.0091, -0.0124, -0.1020], [0.0183, -0.0792, 0.0060]], "lowdin_charge": [-0.130, -0.327, 1.333, -0.625, -0.453, -0.277, -0.409, -0.275, -0.181, -0.203, -0.187, -0.207, -0.202, -0.252, -0.145, -0.936, 0.502, 0.802, -0.528, -0.300, -0.153, 0.668, -0.418, -0.504, -0.238, 0.045, 0.056, 0.035, -0.112, 0.022, 0.028, 0.057, 0.060, 0.003, 0.048, 0.019, 0.055, 0.100, 0.093, 0.087, 0.117, 0.122, 0.131, 0.103, 0.084, 0.091, 0.083, 0.090, 0.074, 0.059, 0.061, 0.084, 0.101, 0.109, 0.108, 0.068, 0.054, 0.076, 0.019, 0.035, 0.023, 0.030, 0.078, 0.067, 0.053, 0.053, 0.048, -0.143, -0.081, -0.086, -0.076, -0.142, 0.105, 0.099, 0.102, 0.101, 0.097, 0.071, -0.143, -0.082, -0.087, -0.077, -0.148, 0.102, 0.098, 0.101, 0.100, 0.093, 0.058, -0.146, -0.087, -0.090, -0.079, -0.136, 0.103, 0.096, 0.100, 0.099, 0.109], "spin_multiplicity": 1, "gap_ev": 5.86, "homo_ev": -3.82, "energy_ha": -2842.15588, "charge": -1}